# 1
{"formula": "C15H31F12N3O11S", "method": "ωB97M-V/def2-TZVPD", "spin_multiplicity": 1, "homo_energy_ha": -0.292, "homo_lumo_gap_ev": 7.97, "species": ["N", "H", "H", "H", "H", "N", "H", "H", "H", "H", "N", "H", "H", "H", "H", "C", "F", "F", "F", "S", "O", "O", "O", "O", "C", "C", "O", "H", "H", "H", "H", "C", "C", "O", "C", "O", "C", "F", "F", "F", "H", "H", "H", "H", "H", "C", "C", "O", "C", "O", "C", "F", "F", "F", "H", "H", "H", "H", "H", "C", "C", "O", "C", "O", "C", "F", "F", "F", "H", "H", "H", "H", "H"], "positions_angstrom": [[15.659434, -13.503506, 13.830610], [15.764472, -13.286261, 12.793691], [16.416049, -12.804490, 14.112433], [15.991733, -14.467398, 14.040061], [14.715243, -13.255321, 14.113288], [16.485000, -14.384457, 10.079196], [15.689530, -14.867717, 9.673128], [16.133685, -13.591548, 10.697151], [17.159503, -14.055378, 9.396885], [16.981005, -15.018925, 10.733709], [19.977826, -13.490864, 14.717573], [19.798847, -14.454025, 14.371559], [19.104645, -12.915570, 14.503639], [20.743903, -12.989477, 14.270413], [20.168910, -13.342837, 15.721240], [17.914863, -18.299994, 13.541876], [18.734356, -18.814917, 12.630158], [16.723929, -18.807351, 13.323486], [18.357817, -18.599436, 14.741714], [17.877776, -16.428862, 13.349541], [17.473575, -16.222151, 11.972362], [16.856278, -16.019466, 14.313339], [19.183475, -15.923697, 13.711677], [15.881066, -12.288659, 11.620034], [16.878888, -11.320288, 11.701398], [17.482212, -10.965640, 13.081470], [17.833500, -11.867191, 14.105572], [16.500597, -10.410776, 11.194572], [17.722932, -11.538714, 11.007096], [16.900701, -10.136953, 13.522226], [18.452677, -10.498438, 12.839247], [15.177065, -8.867699, 14.191654], [14.886113, -10.216177, 14.842042], [14.811271, -9.955911, 16.264071], [14.153048, -10.832503, 16.996017], [13.954302, -11.970625, 16.699866], [13.789462, -10.313460, 18.396188], [12.502000, -10.598147, 18.635426], [14.544661, -10.925866, 19.330101], [13.984954, -8.991882, 18.520477], [16.099836, -8.477738, 14.615574], [14.368592, -8.169105, 14.394740], [15.322690, -9.067159, 13.131423], [15.738699, -10.892382, 14.710098], [14.008067, -10.740960, 14.479000], [13.239823, -9.618388, 11.246153], [13.191473, -10.998959, 11.847734], [12.071904, -11.174613, 12.734935], [12.061356, -12.186104, 13.565623], [12.960095, -12.939194, 13.721824], [10.757128, -12.218776, 14.397374], [10.100833, -13.350556, 14.083856], [11.073273, -12.310716, 15.707217], [10.030133, -11.120723, 14.247379], [12.322902, -9.420995, 10.683935], [14.048046, -9.482279, 10.529143], [13.347645, -8.820521, 11.984285], [14.140819, -11.271492, 12.304310], [13.036545, -11.646002, 10.982606], [17.426306, -13.957077, 17.059052], [17.529721, -12.447945, 17.268762], [18.377186, -12.064836, 18.361778], [19.651728, -12.268414, 18.323185], [20.237726, -12.784427, 17.415279], [20.446229, -11.776827, 19.551975], [21.327593, -10.873493, 19.140837], [19.638135, -11.238902, 20.457097], [21.109622, -12.786460, 20.094953], [16.845833, -14.403887, 17.864236], [18.414047, -14.424720, 17.108629], [17.062364, -14.212102, 16.069703], [16.542976, -12.100689, 17.569112], [17.828644, -11.941580, 16.345667]], "atomic_forces_ev_per_a": [[1.04, -0.41, -0.01], [-0.38, 0.37, -0.12], [0.14, -0.23, 0.51], [-0.57, 0.57, 0.16], [0.22, -0.35, 0.19], [0.31, -0.81, 0.41], [0.23, -0.04, -0.24], [0.00, 1.69, 0.50], [-0.29, 0.11, -0.17], [-0.13, -0.28, -0.01], [-0.12, 1.12, 0.24], [0.35, 0.10, 0.27], [-0.27, 0.44, -0.48], [-0.12, -0.47, -0.46], [-0.35, -0.72, -0.04], [0.62, 1.47, -0.83], [0.47, -0.20, -0.20], [-0.72, -0.20, 0.28], [-0.02, -0.35, 0.60], [-1.41, 0.27, 1.17], [0.24, -0.07, -0.50], [0.32, -0.49, -0.35], [0.61, -0.46, -0.39], [0.07, -0.83, -0.47], [0.23, -0.72, -0.94], [1.58, 1.31, 0.65], [-1.13, -1.20, -0.36], [0.02, 0.43, 0.69], [0.10, -0.49, 0.27], [0.27, -0.48, -0.37], [-0.23, 0.47, -0.50], [-0.34, -0.81, 0.35], [1.24, 0.03, 0.06], [-1.05, 0.58, 0.36], [1.12, -0.17, -0.10], [-0.56, -0.51, -0.16], [0.02, 0.32, 0.31], [0.35, 0.20, 0.08], [-0.27, 0.12, -0.35], [-0.23, -0.42, 0.03], [0.04, 0.10, -0.07], [-0.07, 0.08, -0.22], [-0.13, 0.43, -0.05], [-0.25, 0.10, 0.00], [-0.28, 0.28, 0.24], [-0.84, 0.91, 0.29], [0.77, -0.18, -1.10], [-0.78, 0.97, -0.25], [-0.23, 1.36, -0.33], [0.38, -1.41, 0.42], [0.81, -0.62, 0.94], [-0.37, 0.73, -0.14], [-0.06, 0.09, -0.50], [-0.40, -0.48, -0.28], [-0.04, 0.03, 0.12], [0.22, -0.48, 0.13], [-0.06, -0.11, 0.06], [-0.19, -0.20, 0.10], [0.06, -0.54, 0.35], [1.01, 0.02, 0.58], [-0.72, -0.59, -0.99], [-0.30, 0.50, 1.33], [-0.29, -0.17, -0.37], [1.02, -0.32, -0.58], [-0.75, -0.04, -0.34], [0.22, 0.37, 0.04], [0.15, 0.14, 0.27], [0.12, -0.29, 0.24], [-0.26, -0.12, -0.24], [-0.02, 0.07, 0.02], [-0.43, 0.11, 0.10], [0.17, 0.28, -0.02], [0.13, 0.08, 0.15]], "mulliken_charge": [0.45, 0.43, -0.40, 0.30, 0.38, -0.21, 0.39, 0.14, 0.41, 0.41, 0.11, 0.52, -0.02, 0.46, 0.47, 0.46, -0.22, -0.22, -0.21, 1.51, -0.99, -0.88, -0.95, -1.10, -0.47, -0.41, -0.97, 0.29, 0.48, -0.21, 0.53, -1.83, 2.85, -0.47, 0.50, -0.45, 0.74, -0.24, -0.26, -0.26, 0.39, 0.39, 0.41, -1.29, -0.55, -1.54, 0.91, -0.31, 0.41, -0.65, 0.74, -0.26, -0.20, -0.24, 0.43, 0.37, 0.29, -0.46, 0.29, -0.76, 0.46, -0.37, 0.43, -0.73, 0.81, -0.25, -0.25, -0.25, 0.42, 0.32, -0.10, -0.02, 0.11]}

---

# 2
{"formula": "C2H5NO2", "method": "ωB97M-V/def2-TZVPD", "spin_multiplicity": 1, "homo_energy_ha": -0.328, "homo_lumo_gap_ev": 9.50, "smiles": "O=CO.C=N", "species": ["O", "C", "O", "H", "H", "C", "N", "H", "H", "H"], "positions_angstrom": [[2.874732, -0.310759, -1.938406], [1.785642, 0.130916, -1.811606], [1.496248, 1.321790, -1.222888], [0.774741, -0.420019, -1.969925], [1.197136, 1.975746, -1.893496], [-1.346809, -0.515504, 2.062292], [-2.409755, -0.228705, 1.409255], [-0.622309, 0.225704, 1.667431], [-0.943479, -1.153687, 2.814633], [-2.806147, -1.025478, 0.882709]], "atomic_forces_ev_per_a": [[0.03, -0.07, -0.17], [-1.99, -0.97, 0.42], [0.30, 1.29, -0.58], [1.60, 0.33, -0.32], [0.05, -0.59, 0.67], [0.57, 3.50, -1.99], [0.88, -2.01, -1.97], [0.53, 0.36, 1.92], [-0.44, -1.82, 0.09], [-1.53, -0.03, 1.93]], "mulliken_charge": [-0.38, 0.22, -0.45, 0.27, 0.33, -0.16, -0.50, 0.16, 0.28, 0.22]}

---

# 3
{"formula": "C5H5NO2", "method": "ωB97M-V/def2-TZVPD", "spin_multiplicity": 1, "homo_energy_ha": -0.321, "homo_lumo_gap_ev": 9.36, "smiles": "C=Cn1ccc(=O)o1", "species": ["C", "C", "N", "C", "C", "C", "O", "O", "H", "H", "H", "H", "H"], "positions_angstrom": [[2.457934, -0.330292, 0.351950], [1.177627, -0.812411, -0.153924], [-0.048149, -0.272450, -0.223763], [-0.471589, 1.054956, -0.109104], [-1.649510, 1.146061, -0.049920], [-2.201516, -0.422276, 0.046467], [-3.291631, -0.911723, 0.173836], [-1.163390, -1.066287, 0.054997], [2.696530, 0.647319, 0.772603], [3.411047, -0.882406, -0.114467], [1.037420, -1.881922, -0.797113], [0.207350, 1.698644, -0.190845], [-2.162129, 2.032792, 0.239288]], "atomic_forces_ev_per_a": [[-1.88, -2.54, -3.47], [4.25, -2.77, -0.65], [-0.19, 1.81, 0.57], [7.23, -6.44, -0.70], [-13.55, -1.20, 1.91], [-5.13, 6.33, 0.38], [0.05, 0.48, -0.17], [6.35, -4.75, -0.59], [-0.65, -0.25, 0.02], [-2.46, 1.06, 1.36], [1.29, 2.69, 2.21], [5.54, 5.31, -0.39], [-0.84, 0.26, -0.48]], "mulliken_charge": [-0.77, 0.17, 0.16, -0.42, -0.68, 0.61, -0.59, -0.20, 0.31, 0.20, 0.23, 0.60, 0.37]}

---

# 4
{"formula": "C2H4KMgO", "method": "ωB97M-V/def2-TZVPD", "spin_multiplicity": 2, "homo_energy_ha": [-0.555, -0.683], "total_charge": 2, "homo_lumo_gap_ev": [3.94, 7.22], "species": ["O", "Mg", "C", "C", "H", "H", "H", "K", "H"], "positions_angstrom": [[1.045973, 0.009701, -0.549335], [2.127228, -0.862962, -1.879245], [-0.360049, 0.135219, -0.520854], [-0.930755, -0.085346, 0.830278], [-0.691281, 1.076705, -0.986007], [-0.491711, -0.831913, 1.501877], [-1.884000, 0.376653, 1.092587], [2.062930, 1.019957, 1.422967], [-0.878332, -0.838013, -0.912267]], "atomic_forces_ev_per_a": [[2.06, -1.08, -1.64], [-1.33, 0.61, 0.73], [-1.96, -1.93, 0.58], [0.38, 0.91, 0.57], [-0.10, -0.63, -0.08], [-0.29, 0.17, -0.35], [0.32, -0.19, -0.02], [0.14, 0.60, 1.04], [0.77, 1.53, -0.83]], "mulliken_spin": [0.04, 0.04, -0.01, 0.78, 0.02, 0.01, 0.02, 0.01, 0.08]}

---

In order of appearance, E_tot = -3178.6741; -284.3282; -398.5457; -953.1847 a.u..
In order of appearance, ΔE to the lowest compared entry with this formula, charge and spin = 0.0; 365.5; 611.2; 0.0 kJ/mol.